Record 1
Below is C37H52FGeN8S2SeSiTi as an isolated structure at a distorted geometry, with properties calculated with wB97M-V/def2-TZVPD.

Geometry (Å):
Ti  -0.703  0.418  -1.303
N  1.931  -3.200  -1.803
C  1.237  -2.031  -1.770
S  -0.138  -1.960  -0.735
N  1.724  -1.025  -2.457
N  1.008  0.111  -2.381
C  1.593  1.192  -2.818
C  0.840  2.391  -2.742
C  1.243  3.631  -3.255
C  0.379  4.694  -3.219
C  -0.899  4.511  -2.678
C  -1.222  3.284  -2.158
N  -0.376  2.242  -2.144
H  1.459  -3.997  -1.412
H  2.539  -3.363  -2.589
H  2.594  1.139  -3.231
H  2.233  3.718  -3.684
H  0.672  5.662  -3.602
H  -1.616  5.318  -2.659
H  -2.195  3.106  -1.722
C  -3.560  1.613  2.542
Si  -3.127  1.944  0.718
C  -3.526  3.805  0.466
C  -4.309  0.986  -0.393
N  -1.470  1.569  0.280
C  -0.492  2.236  0.973
C  -0.680  3.278  1.911
C  0.381  3.948  2.494
C  1.699  3.636  2.190
C  1.938  2.577  1.325
C  0.861  1.918  0.790
F  1.111  0.799  0.016
H  -4.293  2.335  2.911
H  -2.667  1.687  3.164
H  -3.969  0.613  2.674
H  -3.852  4.255  1.405
H  -4.339  3.938  -0.250
H  -2.669  4.382  0.111
H  -5.207  1.569  -0.603
H  -4.628  0.058  0.081
H  -3.837  0.732  -1.340
H  -1.683  3.572  2.187
H  0.172  4.746  3.197
H  2.520  4.195  2.616
H  2.937  2.253  1.063
S  -1.677  -1.040  1.985
C  -1.045  -1.685  3.390
N  -0.424  -2.876  3.383
C  0.073  -3.557  4.563
C  -0.712  -3.085  5.777
C  -0.662  -1.565  5.826
N  -1.172  -1.044  4.571
H  -0.276  -3.263  2.466
H  1.142  -3.355  4.705
H  -0.048  -4.632  4.421
H  -0.297  -3.514  6.688
H  -1.752  -3.402  5.680
H  0.371  -1.231  5.989
H  -1.272  -1.180  6.643
H  -1.660  -0.166  4.542
C  5.652  -2.033  -0.608
Ge  5.512  -2.309  1.338
C  6.702  -3.751  1.986
C  5.941  -0.626  2.276
C  3.681  -2.940  1.753
Se  2.258  -1.609  1.543
C  2.533  -0.586  3.186
H  6.462  -1.344  -0.848
H  4.717  -1.617  -0.986
H  5.842  -2.975  -1.121
H  7.754  -3.513  1.828
H  6.480  -4.685  1.471
H  6.546  -3.908  3.054
H  7.002  -0.399  2.172
H  5.709  -0.694  3.338
H  5.374  0.199  1.845
H  3.602  -3.384  2.747
H  3.414  -3.710  1.026
H  3.419  0.039  3.123
H  2.608  -1.264  4.036
H  1.653  0.048  3.289
C  -4.268  -3.652  -2.737
C  -3.908  -3.068  -1.531
C  -3.152  -1.913  -1.502
C  -2.723  -1.304  -2.689
C  -3.105  -1.896  -3.901
C  -3.868  -3.052  -3.920
N  -1.926  -0.148  -2.653
C  -1.928  0.630  -3.845
C  -0.870  0.607  -4.754
C  -0.849  1.473  -5.837
C  -1.897  2.354  -6.057
C  -2.993  2.327  -5.208
C  -3.010  1.470  -4.120
H  -4.851  -4.564  -2.750
H  -4.236  -3.513  -0.599
H  -2.893  -1.461  -0.553
H  -2.785  -1.454  -4.836
H  -4.153  -3.489  -4.870
H  -0.065  -0.102  -4.619
H  -0.006  1.461  -6.518
H  -1.867  3.043  -6.891
H  -3.839  2.978  -5.386
H  -3.872  1.442  -3.464

## Properties
**Energy relative to the best compared isomer or geometry (same formula, charge and spin)**: 17.3 kcal per mole
**Kohn-Sham gap (spin up / spin down)**: 6.09 / 6.47 eV
**LUMO (spin up / spin down)**: -0.5601 / -0.7306 eV
**Spin multiplicity**: 2


Record 2
Below is C37H54CdClF3O3P3SSi as an isolated structure, with properties calculated with wB97M-V/def2-TZVPD.

Geometry (Å):
Cd  1.113  -1.243  -0.345
C  -4.307  -2.408  -1.449
C  -2.910  -1.879  -1.747
C  -2.574  -1.967  -3.240
P  -1.530  -2.614  -0.737
C  -1.612  -4.424  -1.195
C  -1.419  -5.441  -0.060
C  -0.501  -4.624  -2.241
C  -2.128  -2.364  0.985
C  -3.016  -3.243  1.608
C  -3.355  -3.100  2.946
C  -2.804  -2.064  3.683
C  -1.962  -1.149  3.063
C  -1.624  -1.255  1.711
Si  -0.638  0.121  0.814
C  -0.034  1.271  2.226
C  -0.921  2.212  2.771
C  -0.586  3.004  3.858
C  0.667  2.874  4.441
C  1.574  1.973  3.905
C  1.256  1.174  2.799
P  2.510  0.029  2.070
C  3.160  -0.955  3.503
C  4.110  -0.336  4.528
C  1.967  -1.616  4.200
C  3.865  1.151  1.465
C  5.086  0.287  1.126
C  4.259  2.402  2.246
C  -2.086  1.085  -0.031
C  -3.344  1.064  0.601
C  -4.459  1.687  0.064
C  -4.352  2.363  -1.143
C  -3.127  2.407  -1.787
C  -1.990  1.781  -1.259
P  -0.397  1.762  -2.184
C  0.396  3.376  -1.684
C  1.229  3.107  -0.423
C  -0.504  4.587  -1.451
C  -0.926  1.980  -3.970
C  0.080  1.215  -4.840
C  -1.099  3.388  -4.540
H  -5.041  -1.920  -2.099
H  -4.596  -2.215  -0.415
H  -4.381  -3.486  -1.627
H  -2.886  -0.827  -1.466
H  -2.694  -2.990  -3.613
H  -1.547  -1.654  -3.444
H  -3.246  -1.325  -3.819
H  -2.574  -4.600  -1.680
H  -0.707  -5.081  0.685
H  -1.014  -6.369  -0.478
H  -2.352  -5.694  0.443
H  0.476  -4.561  -1.755
H  -0.523  -3.870  -3.029
H  -0.599  -5.610  -2.706
H  -3.453  -4.053  1.041
H  -4.041  -3.801  3.410
H  -3.039  -1.958  4.736
H  -1.566  -0.322  3.645
H  -1.908  2.328  2.333
H  -1.301  3.718  4.250
H  0.944  3.478  5.298
H  2.559  1.905  4.346
H  3.697  -1.750  2.977
H  3.589  0.339  5.210
H  4.936  0.207  4.073
H  4.540  -1.135  5.142
H  1.375  -0.873  4.742
H  2.320  -2.359  4.921
H  1.318  -2.123  3.482
H  3.448  1.483  0.508
H  5.597  -0.061  2.028
H  5.804  0.873  0.544
H  4.809  -0.584  0.530
H  4.668  2.170  3.233
H  3.418  3.083  2.380
H  5.035  2.938  1.689
H  -3.459  0.517  1.531
H  -5.411  1.635  0.581
H  -5.215  2.852  -1.580
H  -3.059  2.929  -2.734
H  1.090  3.587  -2.505
H  0.577  2.904  0.432
H  1.839  3.981  -0.171
H  1.888  2.249  -0.559
H  -1.215  4.386  -0.645
H  -1.071  4.881  -2.333
H  0.106  5.444  -1.146
H  -1.887  1.458  -4.025
H  1.034  1.752  -4.883
H  -0.294  1.119  -5.864
H  0.294  0.222  -4.447
H  -0.182  3.972  -4.426
H  -1.912  3.951  -4.082
H  -1.310  3.324  -5.612
Cl  1.350  -3.356  1.002
F  5.335  -0.413  -3.401
C  4.140  -0.925  -3.708
F  4.302  -2.212  -4.022
F  3.673  -0.286  -4.784
S  2.992  -0.732  -2.313
O  3.555  -1.554  -1.249
O  1.732  -1.288  -2.812
O  2.977  0.686  -2.045

## Properties
**Charge**: -1
**Kohn-Sham gap**: 6.73 eV
**LUMO**: 2.5773 eV


Record 3
Below is a 4-piece molecular cluster, C37H55BF4N3O2S2 overall at a distorted geometry, with properties calculated with wB97M-V/def2-TZVPD.

Geometry (Å):
C  0.054  -0.055  4.665
C  -1.217  -0.405  3.842
S  -1.025  -2.063  3.151
C  -1.480  -2.090  1.381
C  -1.158  -0.811  0.605
C  0.035  -0.995  -0.322
B  1.303  -1.102  0.705
C  2.086  -2.408  1.059
O  1.671  0.077  1.338
C  0.120  -2.099  -1.348
F  1.347  -1.942  -1.928
F  -0.729  -2.018  -2.358
F  0.096  -3.352  -0.916
C  0.345  0.344  -1.129
C  -0.391  1.601  -0.626
C  -0.024  2.732  -1.609
C  1.180  3.598  -1.190
C  2.458  2.859  -0.836
N  3.133  2.354  -2.048
C  -1.902  1.422  -0.365
S  -2.779  1.792  -1.962
C  -2.425  2.401  0.685
C  -2.012  3.880  0.647
C  -2.800  4.736  -0.344
O  -2.372  4.375  1.941
N  -2.300  -0.053  0.028
F  -2.481  -0.689  -1.214
C  -3.673  -0.214  0.608
C  -3.984  -0.139  2.090
C  -4.201  1.131  2.903
N  -4.189  -1.248  2.625
H  0.481  0.898  4.378
H  -0.126  -0.149  5.727
H  0.808  -0.801  4.430
H  -1.422  0.391  3.131
H  -2.041  -0.386  4.549
H  -0.877  -2.923  1.045
H  -2.492  -2.457  1.250
H  -0.769  -0.131  1.366
H  2.769  -2.271  1.890
H  1.426  -3.255  1.225
H  2.716  -2.667  0.200
H  2.611  0.209  1.137
H  1.418  0.450  -1.128
H  0.069  0.243  -2.174
H  0.079  1.859  0.325
H  0.205  2.344  -2.596
H  -0.813  3.454  -1.752
H  0.942  4.309  -0.399
H  1.404  4.198  -2.069
H  2.306  2.057  -0.120
H  3.125  3.570  -0.343
H  3.780  3.063  -2.374
H  3.718  1.561  -1.810
H  -4.038  2.059  -1.560
H  -2.046  2.038  1.644
H  -3.505  2.414  0.760
H  -0.948  4.061  0.589
H  -2.572  4.523  -1.381
H  -3.851  4.476  -0.196
H  -2.665  5.787  -0.126
H  -3.304  4.632  1.923
H  -4.019  -1.183  0.281
H  -4.337  0.478  0.101
H  -4.763  1.833  2.285
H  -4.835  0.945  3.757
H  -3.285  1.620  3.212
H  -4.450  -1.144  3.602
C  -6.403  4.849  3.191
C  -5.921  6.150  3.140
C  -6.321  7.076  4.092
C  -7.196  6.698  5.100
C  -7.675  5.396  5.154
C  -7.282  4.472  4.197
H  -6.093  4.125  2.444
H  -5.234  6.445  2.355
H  -5.951  8.092  4.048
H  -7.505  7.419  5.846
H  -8.357  5.102  5.941
H  -7.660  3.458  4.235
C  6.671  -5.250  -1.078
C  5.467  -4.965  -1.708
C  5.015  -3.655  -1.780
C  5.771  -2.629  -1.231
C  6.977  -2.913  -0.604
C  7.424  -4.224  -0.524
H  7.022  -6.272  -1.020
H  4.880  -5.765  -2.142
H  4.072  -3.433  -2.267
H  5.421  -1.605  -1.292
H  7.568  -2.113  -0.177
H  8.362  -4.447  -0.032
C  4.650  -7.238  -7.470
C  6.030  -7.328  -7.355
C  6.678  -6.731  -6.283
C  5.944  -6.051  -5.320
C  4.564  -5.965  -5.434
C  3.916  -6.555  -6.511
H  4.145  -7.701  -8.308
H  6.601  -7.863  -8.103
H  7.755  -6.795  -6.196
H  6.448  -5.589  -4.481
H  3.991  -5.435  -4.682
H  2.840  -6.483  -6.602

## Properties
**Charge**: +1
**Kohn-Sham gap**: 7.98 eV
**LUMO**: -2.5246 eV


Record 4
Below is C37H55ClIrN3O3PS2Si as an isolated structure, with properties calculated with wB97M-V/def2-TZVPD.

Geometry (Å):
Ir  0.025  0.685  -1.047
O  -0.198  2.731  -1.441
S  0.445  4.015  -1.950
C  -0.812  5.266  -1.532
C  -2.255  4.780  -1.656
C  -2.770  4.123  -0.372
C  -4.037  3.291  -0.600
S  -3.746  1.533  -0.218
O  -2.381  1.275  -0.777
C  -3.523  1.732  1.551
C  -4.633  1.950  2.357
C  -4.456  2.095  3.724
C  -3.182  2.009  4.273
C  -2.085  1.772  3.458
C  -2.252  1.626  2.087
C  0.313  4.005  -3.719
C  1.226  4.787  -4.414
C  1.152  4.830  -5.797
C  0.195  4.075  -6.463
C  -0.690  3.273  -5.755
C  -0.638  3.234  -4.370
H  -0.581  6.085  -2.215
H  -0.581  5.595  -0.517
H  -2.337  4.081  -2.485
H  -2.883  5.636  -1.916
H  -2.955  4.885  0.386
H  -1.985  3.471  0.011
H  -4.350  3.294  -1.646
H  -4.889  3.605  0.004
H  -5.627  2.000  1.927
H  -5.312  2.269  4.362
H  -3.048  2.122  5.341
H  -1.094  1.701  3.888
H  -1.412  1.417  1.435
H  1.988  5.346  -3.884
H  1.852  5.435  -6.355
H  0.152  4.098  -7.544
H  -1.414  2.664  -6.280
H  -1.288  2.577  -3.808
O  0.171  -1.081  -0.018
P  -0.037  -2.126  1.031
N  1.278  -2.212  1.988
C  1.899  -0.991  2.529
C  2.929  -1.533  3.514
C  3.365  -2.839  2.853
C  2.054  -3.414  2.322
N  -0.319  -3.583  0.341
C  -0.865  -4.709  1.120
C  -0.189  -5.935  0.517
C  -0.010  -5.540  -0.948
C  0.362  -4.060  -0.877
N  -1.327  -1.797  1.992
C  -2.678  -1.790  1.392
C  -3.618  -1.896  2.593
C  -2.792  -2.665  3.624
C  -1.399  -2.078  3.436
H  1.152  -0.348  3.002
H  2.381  -0.430  1.723
H  2.459  -1.734  4.479
H  3.752  -0.837  3.674
H  3.870  -3.523  3.533
H  4.033  -2.625  2.015
H  1.549  -4.012  3.090
H  2.207  -4.042  1.444
H  -1.952  -4.765  0.995
H  -0.658  -4.599  2.186
H  -0.786  -6.836  0.647
H  0.782  -6.101  0.988
H  -0.945  -5.672  -1.495
H  0.758  -6.124  -1.453
H  0.018  -3.503  -1.750
H  1.443  -3.932  -0.794
H  -2.799  -2.641  0.715
H  -2.830  -0.884  0.808
H  -4.553  -2.391  2.335
H  -3.855  -0.901  2.974
H  -2.789  -3.731  3.386
H  -3.157  -2.546  4.642
H  -0.595  -2.744  3.750
H  -1.302  -1.146  4.002
Cl  -0.640  0.125  -4.117
C  -0.297  -0.624  -2.530
H  0.540  -1.296  -2.691
H  -1.187  -1.194  -2.254
C  2.710  2.241  0.150
Si  2.310  0.946  -1.188
C  2.850  1.577  -2.884
C  3.425  -0.534  -0.810
C  3.125  -1.837  -1.209
C  4.022  -2.881  -1.021
C  5.249  -2.643  -0.419
C  5.571  -1.357  -0.008
C  4.669  -0.320  -0.205
H  3.446  2.963  -0.212
H  3.126  1.759  1.036
H  1.832  2.807  0.472
H  3.642  2.325  -2.791
H  2.035  2.006  -3.470
H  3.251  0.742  -3.461
H  2.172  -2.038  -1.680
H  3.773  -3.881  -1.356
H  5.953  -3.453  -0.276
H  6.529  -1.160  0.457
H  4.950  0.678  0.115

## Properties
**Energy relative to the best compared isomer or geometry (same formula, charge and spin)**: 3.7 kcal per mole
**Charge**: +1
**Kohn-Sham gap**: 8.86 eV
**LUMO**: -1.6811 eV